{"formula": "C6H16O2Si2", "method": "ωB97M-V/def2-TZVPD", "symbols": ["C", "C", "Si", "C", "C", "H", "H", "H", "H", "H", "H", "H", "H", "C", "Si", "C", "O", "H", "H", "H", "H", "H", "H", "O", "H", "H"], "coordinates": [[-2.191, 1.060, -2.846], [-1.577, 1.181, -1.691], [-1.062, 1.884, -0.203], [0.654, 2.791, -0.429], [-1.956, 1.566, 1.407], [-2.543, 1.990, -3.365], [-2.340, 0.045, -3.415], [0.789, 2.832, -1.453], [0.473, 3.742, -0.041], [1.521, 2.435, -0.068], [-2.940, 2.028, 1.229], [-1.955, 0.480, 1.702], [-1.603, 2.006, 2.322], [-0.737, -2.079, -0.844], [0.534, -1.730, 0.454], [2.220, -2.559, -0.091], [0.419, -0.954, 1.768], [-1.638, -1.453, -0.991], [-0.114, -1.987, -1.787], [-1.321, -3.079, -0.796], [2.260, -3.644, -0.078], [2.357, -2.160, -1.069], [3.101, -2.062, 0.374], [2.787, -0.544, 3.457], [2.119, -0.227, 2.851], [2.742, -1.561, 3.603]], "e_tot_ha": -967.56487, "homo_energy_ha": -0.28122, "de_lowest_kcal_mol": 0.00, "smiles": "C=C=[Si](C)C.C[Si](C)=O.O", "fmax_ev_per_a": 4.0}